No. 1
Molecular formula: CH4NO2Si
Method: DFT, ωB97M-V/def2-TZVPD

Each line ends with the Löwdin charge.
Geometry (Å):
C1 -2.675 0.124 -0.084  -0.918
N1 0.249 0.963 -0.364  -0.174
O1 -2.764 1.300 0.280  -0.124
O2 -3.522 -0.754 -0.266  -0.132
Si1 -0.793 -0.463 -0.210  0.556
H1 1.251 0.866 -0.256  -0.012
H2 -0.165 1.664 0.249  -0.001
H3 -0.572 -1.327 1.591  -0.072
H4 -0.347 -1.649 -0.923  -0.125

Computed properties:
- Relative energy (zero: lowest compared OMol25 entry of this formula, charge and spin): 1.057 eV
- LUMO energy: 0.1484 Ha
- Total charge: -1
- HOMO level: -3.65 eV
- Spin multiplicity: 1
- HOMO-LUMO gap: 0.2824 Ha

No. 2
Molecular formula: CH4NO3
Method: DFT, ωB97M-V/def2-TZVPD

Each line ends with the Löwdin charge.
Geometry (Å):
C1 -1.656 0.096 0.171  -0.552
N1 -0.515 0.567 0.102  0.190
O1 -2.446 -0.942 0.122  0.241
O2 -2.854 0.471 -0.009  0.248
O3 1.991 -0.336 0.017  0.309
H1 1.030 -0.106 -0.025  0.072
H2 2.536 -0.166 -0.816  0.224
H3 -0.380 1.575 0.117  0.125
H4 2.293 -1.159 0.320  0.142

Computed properties:
- Relative energy (zero: lowest compared OMol25 entry of this formula, charge and spin): 1.837 eV
- LUMO energy: -0.1634 Ha
- Total charge: +1
- HOMO level: -16.20 eV
- Spin multiplicity: 1
- HOMO-LUMO gap: 0.4320 Ha

No. 3
Molecular formula: CH4NO3P
Method: DFT, ωB97M-V/def2-TZVPD

Each line ends with the Löwdin charge.
Geometry (Å):
C1 -0.962 1.516 0.590  -0.050
N1 -1.566 0.765 -0.186  -0.027
O1 -0.806 -0.327 -0.801  -0.232
O2 1.193 -2.503 -0.690  -0.434
O3 1.902 -0.422 0.461  -0.276
P1 0.747 -1.577 0.335  0.745
H1 -0.027 1.417 1.050  0.048
H2 -1.546 2.489 0.817  0.116
H3 -1.475 -0.587 -1.481  0.124
H4 2.539 -0.772 -0.096  -0.014

Computed properties:
- Relative energy (zero: lowest compared OMol25 entry of this formula, charge and spin): 3.225 eV
- LUMO energy: 0.0256 Ha
- HOMO level: -9.71 eV
- Spin multiplicity: 1
- HOMO-LUMO gap: 0.3826 Ha

No. 4
Molecular formula: CH4NO3S
Method: DFT, ωB97M-V/def2-TZVPD

Each line ends with the Löwdin charge.
Geometry (Å):
C1 -0.586 1.085 -1.243  -0.260
N1 2.409 -1.439 1.984  0.060
O1 -1.672 0.640 1.171  -0.612
O2 -2.002 -1.141 -0.489  -0.620
O3 2.954 -1.354 0.848  -0.092
S1 -1.012 -0.245 0.184  0.543
H1 -1.269 2.037 -1.230  0.052
H2 0.374 1.336 -0.899  -0.040
H3 -0.671 0.736 -2.238  -0.020
H4 1.473 -1.656 1.913  -0.010

Computed properties:
- Relative energy (zero: lowest compared OMol25 entry of this formula, charge and spin): 3.734 eV
- LUMO energy: 0.0794 Ha
- Total charge: -1
- HOMO level: -3.14 eV
- Spin multiplicity: 1
- HOMO-LUMO gap: 0.1948 Ha

No. 5
Molecular formula: CH4NOP
Method: DFT, ωB97M-V/def2-TZVPD

Each line ends with the Löwdin charge.
Geometry (Å):
C1 0.078 -0.306 0.994  -0.180
N1 -0.312 -1.389 1.481  0.034
O1 0.331 1.510 -1.764  -0.597
P1 0.812 0.109 -2.394  0.638
H1 -0.179 1.445 -0.919  0.004
H2 1.043 0.058 1.162  0.047
H3 -0.461 0.137 0.177  -0.004
H4 -1.312 -1.563 1.263  0.057

Computed properties:
- Relative energy (zero: lowest compared OMol25 entry of this formula, charge and spin): 3.606 eV
- LUMO energy (alpha / beta): -0.0303 / -0.0289 Ha
- HOMO level (alpha / beta): -7.94 / -7.93 eV
- Spin multiplicity: 1
- HOMO-LUMO gap (alpha / beta): 0.2616 / 0.2625 Ha

No. 6
Molecular formula: CH4NOP
Method: DFT, ωB97M-V/def2-TZVPD

Each line ends with the Löwdin charge.
Geometry (Å):
C1 0.685 1.047 0.151  -0.189
N1 -1.492 -1.003 0.121  -0.224
O1 0.450 -1.146 -1.559  -0.225
P1 -0.052 -0.474 -0.152  0.667
H1 0.590 1.313 1.179  -0.029
H2 -1.837 -0.563 0.994  -0.007
H3 -0.232 -1.455 -2.143  0.053
H4 1.469 1.558 -0.250  -0.046

Computed properties:
- Relative energy (zero: lowest compared OMol25 entry of this formula, charge and spin): 1.964 eV
- LUMO energy: -0.0085 Ha
- HOMO level: -8.67 eV
- Spin multiplicity: 1
- HOMO-LUMO gap: 0.3102 Ha

No. 7
Molecular formula: CH4NOPS
Method: DFT, ωB97M-V/def2-TZVPD

Each line ends with the Löwdin charge.
Geometry (Å):
O1 -0.213 1.160 -1.195  -0.066
C1 0.095 0.246 -0.433  -0.825
P1 1.951 -0.202 -0.337  0.851
N1 -0.773 -0.489 0.328  -0.401
S1 -2.443 -0.278 0.108  0.742
H1 2.219 0.939 0.374  -0.126
H2 2.113 -1.077 0.761  -0.132
H3 -0.672 -1.375 0.674  0.026
H4 -2.278 1.076 -0.279  -0.069

Computed properties:
- Relative energy (zero: lowest compared OMol25 entry of this formula, charge and spin): 0.415 eV
- LUMO energy: 0.0187 Ha
- SMILES: O=C(P)NS
- HOMO level: -8.95 eV
- Spin multiplicity: 1
- HOMO-LUMO gap: 0.3476 Ha

No. 8
Molecular formula: CH4NOS
Method: DFT, ωB97M-V/def2-TZVPD

Each line ends with the Löwdin charge.
Geometry (Å):
C1 0.027 -0.721 0.301  -0.303
N1 0.083 0.691 0.566  -0.652
O1 -1.286 1.148 1.110  -0.536
S1 0.356 1.607 -0.984  0.558
H1 -0.809 -1.043 -0.336  0.055
H2 0.976 -1.032 -0.165  0.046
H3 -0.066 -1.227 1.265  0.059
H4 0.720 0.578 -1.757  -0.228

Computed properties:
- Relative energy (zero: lowest compared OMol25 entry of this formula, charge and spin): 4.465 eV
- LUMO energy: 0.1419 Ha
- Total charge: -1
- SMILES: CN([O-])S
- HOMO level: -2.22 eV
- Spin multiplicity: 1
- HOMO-LUMO gap: 0.2233 Ha

No. 9
Molecular formula: CH4NOS2
Method: DFT, ωB97M-V/def2-TZVPD

Each line ends with the Löwdin charge.
Geometry (Å):
C1 -0.151 1.056 1.146  -1.159
N1 -0.112 -0.955 -1.010  0.241
O1 -1.193 0.527 0.757  -0.002
S1 1.480 1.156 0.719  0.706
S2 0.531 2.073 2.406  0.755
H1 -0.527 -1.071 -1.995  0.192
H2 0.816 -0.707 -1.231  0.080
H3 -0.681 -0.273 -0.280  0.067
H4 -0.164 -1.806 -0.511  0.121

Computed properties:
- Relative energy (zero: lowest compared OMol25 entry of this formula, charge and spin): 0.613 eV
- LUMO energy: -0.1980 Ha
- Total charge: +1
- HOMO level: -13.74 eV
- Spin multiplicity: 1
- HOMO-LUMO gap: 0.3070 Ha

No. 10
Molecular formula: CH4NP3
Method: DFT, ωB97M-V/def2-TZVPD

Each line ends with the Löwdin charge.
Geometry (Å):
P1 0.260 -2.295 0.824  0.256
P2 -0.971 -0.668 1.186  0.074
P3 -1.069 0.188 -0.717  0.460
H1 -0.113 0.261 1.586  -0.206
H2 -2.095 0.993 -0.807  -0.194
H3 -1.705 -0.952 -1.233  -0.132
C1 1.921 0.762 -0.292  -0.208
N1 2.677 1.312 0.361  0.054
H4 1.095 0.401 -0.908  -0.104

Computed properties:
- Relative energy (zero: lowest compared OMol25 entry of this formula, charge and spin): 2.962 eV
- LUMO energy (alpha / beta): -0.0721 / -0.0775 Ha
- SMILES: P#[PH]P.C#N
- HOMO level (alpha / beta): -8.53 / -8.74 eV
- Spin multiplicity: 1
- HOMO-LUMO gap (alpha / beta): 0.2413 / 0.2438 Ha

No. 11
Molecular formula: CH4NP3
Method: DFT, ωB97M-V/def2-TZVPD

Each line ends with the Löwdin charge.
Geometry (Å):
C1 0.630 0.917 0.234  -0.820
N1 -0.417 1.534 -0.351  -0.260
P1 -2.076 0.361 -0.457  0.489
P2 -1.094 -1.554 -0.232  0.205
P3 1.020 -0.835 -0.134  0.552
H1 1.548 1.422 0.150  0.031
H2 0.671 0.931 1.361  0.089
H3 -1.297 -1.911 1.075  -0.202
H4 1.014 -0.866 -1.646  -0.084

Computed properties:
- Relative energy (zero: lowest compared OMol25 entry of this formula, charge and spin): 2.184 eV
- LUMO energy (alpha / beta): -0.0543 / -0.0350 Ha
- SMILES: C1N=P#[PH]P1
- HOMO level (alpha / beta): -9.14 / -8.73 eV
- Spin multiplicity: 1
- HOMO-LUMO gap (alpha / beta): 0.2816 / 0.2857 Ha

No. 12
Molecular formula: CH4NS2
Method: DFT, ωB97M-V/def2-TZVPD

Each line ends with the Löwdin charge.
Geometry (Å):
C1 -0.525 -0.054 -0.059  -0.408
N1 0.665 0.158 -0.946  0.103
S1 -1.353 -0.480 3.133  0.242
S2 -0.079 0.002 1.664  0.428
H1 -1.546 -0.411 -0.298  0.094
H2 1.568 0.018 -0.450  0.159
H3 0.656 1.168 -1.191  0.174
H4 0.613 -0.403 -1.854  0.207

Computed properties:
- Relative energy (zero: lowest compared OMol25 entry of this formula, charge and spin): 1.254 eV
- LUMO energy (alpha / beta): -0.2109 / -0.2239 Ha
- Total charge: +1
- HOMO level (alpha / beta): -13.68 / -13.61 eV
- Spin multiplicity: 1
- HOMO-LUMO gap (alpha / beta): 0.2919 / 0.2762 Ha

No. 13
Molecular formula: CH4Na6O5
Method: DFT, ωB97M-V/def2-TZVPD

Each line ends with the Löwdin spin population.
Geometry (Å):
Na1 2.989 -0.532 -1.673  -0.001
Na2 -1.652 -1.152 1.119  0.001
Na3 1.072 2.764 0.588  0.000
Na4 4.159 1.729 0.842  -0.001
Na5 1.091 -3.089 1.939  -0.001
Na6 0.250 -3.344 -1.729  0.000
C1 0.889 -0.141 0.559  0.002
O1 -0.118 0.584 0.655  0.209
O2 2.070 0.341 0.511  0.112
O3 0.793 -1.311 0.266  0.057
O4 -1.288 0.307 -1.775  0.018
H1 -0.799 0.399 -0.958  -0.002
H2 -0.932 -0.484 -2.180  0.000
O5 -3.114 1.048 0.514  0.595
H3 -2.266 1.193 0.096  0.003
H4 -3.144 1.688 1.225  0.008

Computed properties:
- LUMO energy (alpha / beta): -0.6447 / -0.8398 Ha
- Total charge: +5
- HOMO level (alpha / beta): -27.88 / -26.91 eV
- Spin multiplicity: 2
- HOMO-LUMO gap (alpha / beta): 0.3800 / 0.1491 Ha

No. 14
Molecular formula: CH4O2
Method: DFT, ωB97M-V/def2-TZVPD

Each line ends with the Löwdin spin population.
Geometry (Å):
O1 -3.161 -1.339 0.149  0.368
C1 -3.478 -1.710 1.267  0.455
H1 -4.328 -1.100 1.863  0.068
H2 -3.220 -2.678 1.572  0.082
H3 4.742 1.802 -1.344  0.005
H4 5.521 2.866 -2.009  0.004
O2 5.430 2.511 -1.109  0.018

Computed properties:
- Relative energy (zero: lowest compared OMol25 entry of this formula, charge and spin): 0.962 eV
- LUMO energy (alpha / beta): 0.0978 / 0.0937 Ha
- Total charge: -1
- HOMO level (alpha / beta): 1.16 / -2.43 eV
- Spin multiplicity: 2
- HOMO-LUMO gap (alpha / beta): 0.0551 / 0.1830 Ha

No. 15
Molecular formula: CH4O2
Method: DFT, ωB97M-V/def2-TZVPD

Each line ends with the Löwdin charge.
Geometry (Å):
C1 0.000 0.000 0.000  -0.053
O1 -1.030 -0.575 -0.402  -0.061
H1 0.325 1.012 -0.340  0.095
H2 0.612 -0.483 0.799  0.093
O2 -3.158 -0.298 1.120  -0.102
H3 -3.910 -0.891 0.894  0.047
H4 -2.382 -0.697 0.665  -0.019

Computed properties:
- Relative energy (zero: lowest compared OMol25 entry of this formula, charge and spin): 0.302 eV
- LUMO energy: 0.0023 Ha
- SMILES: C=O.O
- HOMO level: -10.71 eV
- Spin multiplicity: 1
- HOMO-LUMO gap: 0.3959 Ha

No. 16
Molecular formula: CH4O2P
Method: DFT, ωB97M-V/def2-TZVPD

Each line ends with the Löwdin charge.
Geometry (Å):
C1 0.581 -0.692 -1.091  -0.213
O1 -2.394 0.209 1.307  -0.578
O2 0.011 0.874 1.510  -0.428
P1 -1.413 0.939 0.490  0.645
H1 1.037 -0.473 -2.075  -0.116
H2 0.171 -1.700 -1.024  -0.118
H3 1.225 -0.445 -0.294  -0.158
H4 0.784 1.289 1.176  -0.033

Computed properties:
- Relative energy (zero: lowest compared OMol25 entry of this formula, charge and spin): 2.691 eV
- LUMO energy (alpha / beta): 0.1655 / 0.1655 Ha
- Total charge: -1
- HOMO level (alpha / beta): -1.80 / -1.80 eV
- Spin multiplicity: 1
- HOMO-LUMO gap (alpha / beta): 0.2318 / 0.2317 Ha

No. 17
Molecular formula: CH4O3
Method: DFT, ωB97M-V/def2-TZVPD

Each line ends with the Löwdin charge.
Geometry (Å):
O1 -1.400 -0.633 -0.336  -0.071
C1 -0.459 0.627 0.020  -0.152
O2 0.742 0.334 -0.526  -0.126
O3 1.506 -0.624 0.268  0.031
H1 -1.488 -1.081 0.453  -0.006
H2 -0.750 1.348 -0.674  0.112
H3 -0.335 0.625 1.146  0.152
H4 2.183 -0.597 -0.352  0.059

Computed properties:
- Relative energy (zero: lowest compared OMol25 entry of this formula, charge and spin): 4.554 eV
- LUMO energy: 0.0327 Ha
- SMILES: OCOO
- HOMO level: -10.27 eV
- Spin multiplicity: 1
- HOMO-LUMO gap: 0.4102 Ha

No. 18
Molecular formula: CH4O7
Method: DFT, ωB97M-V/def2-TZVPD

Each line ends with the Löwdin charge.
Geometry (Å):
O1 -2.184 -0.994 -0.672  0.151
C1 -1.210 -0.327 -0.824  -0.584
O2 -0.311 -0.311 -1.733  0.149
O3 -0.813 0.572 0.263  -0.111
O4 -1.369 0.176 1.504  0.009
H1 0.590 0.231 -1.420  0.134
H2 -2.168 -0.326 1.228  0.104
O5 1.593 -0.946 0.608  0.012
O6 2.342 0.172 0.262  -0.084
O7 1.579 1.013 -0.605  -0.030
H3 1.074 -0.693 1.397  0.111
H4 0.877 1.433 -0.008  0.141

Computed properties:
- LUMO energy: 0.0165 Ha
- SMILES: O=C(O)OO.OOO
- HOMO level: -11.12 eV
- Spin multiplicity: 1
- HOMO-LUMO gap: 0.4250 Ha

No. 19
Molecular formula: CH4OP2
Method: DFT, ωB97M-V/def2-TZVPD

Each line ends with the Löwdin charge.
Geometry (Å):
C1 -2.013 -0.178 0.219  -0.411
O1 2.942 0.882 -0.131  -0.615
P1 2.499 -0.538 -0.029  0.603
P2 -0.361 -0.209 0.102  0.726
H1 -2.581 -1.062 -0.097  0.000
H2 -2.422 0.649 0.600  -0.072
H3 -0.041 1.177 0.674  -0.059
H4 1.977 -0.722 -1.339  -0.171

Computed properties:
- Relative energy (zero: lowest compared OMol25 entry of this formula, charge and spin): 1.880 eV
- LUMO energy: -0.0270 Ha
- HOMO level: -9.41 eV
- Spin multiplicity: 1
- HOMO-LUMO gap: 0.3187 Ha

No. 20
Molecular formula: CH4OS
Method: DFT, ωB97M-V/def2-TZVPD

Each line ends with the Löwdin charge.
Geometry (Å):
C1 -2.223 -1.332 -1.284  -0.127
O1 -1.077 -1.192 -0.854  -0.052
H1 -2.399 -1.744 -2.328  0.091
H2 -2.998 -0.756 -0.696  0.088
S1 2.370 1.919 1.907  0.327
H3 3.690 2.463 2.037  -0.183
H4 2.637 0.643 1.217  -0.144

Computed properties:
- Relative energy (zero: lowest compared OMol25 entry of this formula, charge and spin): 0.905 eV
- LUMO energy: 0.0230 Ha
- SMILES: C=O.S
- HOMO level: -9.59 eV
- Spin multiplicity: 1
- HOMO-LUMO gap: 0.3754 Ha

| no. | molar mass (g/mol) |
| --- | --- |
| 1 | 90.134 |
| 2 | 78.047 |
| 3 | 109.021 |
| 4 | 110.114 |
| 5 | 77.023 |
| 6 | 77.023 |
| 7 | 109.090 |
| 8 | 78.116 |
| 9 | 110.183 |
| 10 | 122.972 |
| 11 | 122.972 |
| 12 | 94.184 |
| 13 | 233.978 |
| 14 | 48.041 |
| 15 | 48.041 |
| 16 | 79.015 |
| 17 | 64.040 |
| 18 | 128.036 |
| 19 | 93.990 |
| 20 | 64.109 |